Molecular formula: C45H33F3GeIrNO4P
Method: DFT, ωB97M-V/def2-TZVPD

The geometry in XYZ format:
```
89
C45H33F3GeIrNO4P ωB97M-V/def2-TZVPD
Ir 0.787 0.668 1.059
C -2.211 -6.098 3.990
C -2.533 -4.900 4.610
C -2.131 -3.692 4.053
C -1.412 -3.661 2.861
C -1.110 -4.875 2.239
C -1.493 -6.081 2.799
P -0.891 -2.122 1.989
C -1.702 -0.833 2.998
C -3.013 -0.488 2.668
C -3.663 0.538 3.330
C -3.001 1.249 4.324
C -1.694 0.923 4.650
C -1.047 -0.116 3.994
C 0.857 -1.997 2.510
C 1.466 -2.945 3.328
C 2.832 -2.909 3.571
C 3.599 -1.922 2.968
C 2.996 -0.968 2.160
C 1.610 -0.952 1.946
H -2.522 -7.040 4.427
H -3.096 -4.901 5.536
H -2.379 -2.763 4.550
H -0.566 -4.865 1.302
H -1.241 -7.011 2.302
H -3.511 -1.004 1.857
H -4.668 0.815 3.039
H -3.493 2.079 4.813
H -1.156 1.499 5.393
H -0.015 -0.345 4.234
H 0.874 -3.732 3.779
H 3.288 -3.652 4.215
H 4.671 -1.890 3.125
H 3.601 -0.199 1.699
O 0.251 2.700 0.443
C -0.860 3.186 0.176
C -2.084 2.506 -0.071
C -3.192 3.284 -0.496
C -4.365 2.676 -0.896
C -4.423 1.257 -0.871
C -3.366 0.499 -0.459
C -2.151 1.096 -0.023
O -1.191 0.322 0.377
N -5.462 3.403 -1.338
O -5.382 4.675 -1.359
O -6.504 2.776 -1.730
H -0.895 4.283 0.077
H -3.121 4.360 -0.541
H -5.342 0.802 -1.213
H -3.414 -0.582 -0.459
C 2.155 0.694 -0.362
Ge 2.035 0.786 -2.261
C 3.580 1.769 -2.981
C 4.346 1.308 -4.049
C 5.438 2.029 -4.514
C 5.785 3.229 -3.914
C 5.041 3.698 -2.840
C 3.954 2.971 -2.378
C 0.388 1.651 -2.867
C 0.303 3.029 -3.061
C -0.914 3.639 -3.328
C -2.075 2.883 -3.389
C -2.008 1.512 -3.202
C -0.786 0.904 -2.946
C 2.018 -1.016 -3.055
C 1.788 -1.234 -4.413
C 1.771 -2.517 -4.941
C 1.974 -3.609 -4.109
C 2.191 -3.411 -2.754
C 2.213 -2.124 -2.234
H 4.092 0.369 -4.523
H 6.022 1.649 -5.345
H 6.637 3.793 -4.274
H 5.313 4.628 -2.356
H 3.401 3.331 -1.519
H 1.195 3.641 -2.988
H -0.963 4.714 -3.456
H -3.033 3.362 -3.543
H -2.915 0.922 -3.209
H -0.756 -0.163 -2.763
H 1.602 -0.390 -5.067
H 1.586 -2.666 -5.998
H 1.952 -4.613 -4.516
H 2.335 -4.261 -2.098
H 2.371 -1.970 -1.172
F 0.237 2.654 3.242
C 1.251 1.847 2.789
F 2.279 2.716 2.531
F 1.664 1.191 3.927
```

Summary:
Gap between HOMO and LUMO (spin up / spin down), eV: 3.9 / 6.3
Charge: -2
Spin multiplicity: 6
HOMO energy (spin up / spin down), eV: 0.2 / -2.8
⟨S²⟩: 8.7840
Electronic energy, eV: -133670.6042
Relative energy (zero: lowest compared OMol25 entry of this formula, charge and spin), eV: 0.000

Molecular formula: C5H9NO
Method: DFT, ωB97M-V/def2-TZVPD

The geometry in XYZ format:
```
16
C5H9NO ωB97M-V/def2-TZVPD
C -1.104 -1.075 -1.013
C -1.030 -0.023 0.079
N -0.588 -0.543 1.413
C 0.087 0.576 1.719
O 0.533 1.196 2.638
C 0.100 1.021 0.070
C 1.333 0.666 -0.537
H -0.156 -1.606 -1.145
H -1.390 -0.624 -1.970
H -1.859 -1.819 -0.744
H -2.011 0.459 0.175
H 1.011 -0.992 0.748
H -0.131 2.087 0.095
H 2.218 1.259 -0.312
H 1.371 0.095 -1.464
H 1.615 -0.675 0.248
```

Summary:
Gap between HOMO and LUMO (spin up / spin down), eV: 7.9 / 7.9
Charge: 0
HOMO energy (spin up / spin down), eV: -8.9 / -8.9
Electronic energy, eV: -8863.3428
Relative energy (zero: lowest compared OMol25 entry of this formula, charge and spin), eV: 5.870

Molecular formula: C9H11OP
Method: DFT, ωB97M-V/def2-TZVPD

The geometry in XYZ format:
```
22
C9H11OP ωB97M-V/def2-TZVPD
C 0.340 -2.420 -0.961
P 0.040 -0.923 -0.375
C 0.737 0.814 -0.039
C 1.983 0.772 -0.379
C 3.100 0.484 -0.907
C 4.299 0.028 -0.161
C 4.085 0.447 1.299
O 5.302 -0.369 -0.616
C -1.727 -0.619 -0.343
C -2.540 0.396 -0.462
C -4.031 0.316 -0.413
H 1.369 -2.885 -0.779
H 0.223 1.627 0.415
H 3.336 0.687 -1.984
H 3.302 -0.122 1.808
H 3.665 1.418 1.184
H 4.920 0.428 1.875
H -2.224 -1.587 0.055
H -2.101 1.325 -0.868
H -4.297 -0.723 0.000
H -4.610 0.979 0.221
H -4.402 0.490 -1.403
```

Summary:
Gap between HOMO and LUMO, eV: 8.4
Charge: 0
HOMO energy, eV: -8.8
SMILES: C#P(C=C=CC(C)=O)/C=C/C
Electronic energy, eV: -20840.7504
Relative energy (zero: lowest compared OMol25 entry of this formula, charge and spin), eV: 6.056

Question: Which formula does entry 3 have?
Answer: C9H11OP

Question: What is the charge in the third record?
Answer: 0

Question: Among the records above, which one has the highest relative energy (zero: lowest compared OMol25 entry of this formula, charge and spin)?
Answer: C9H11OP